# 1
# C15H14N4O2S

The molecule C15H14N4O2S (ωB97M-V/def2-TZVPD, the Open Molecules 2025 dataset).

Geometry as XYZ:
```
36
Properties=species:S:1:pos:R:3:mulliken_charge:R:1
S -1.08246 -1.16897 -0.52501 -0.1852
O -0.60101 0.03623 4.84432 -0.4105
O -2.32638 3.51536 -5.32384 -0.5485
N 2.29683 -1.47427 -2.21435 -0.8419
N 1.83304 -0.57582 -2.96850 -0.3017
N 1.43377 -1.82023 -1.27476 -0.0373
N 0.59200 -0.26964 -2.54320 0.4689
C -0.57318 -2.43660 0.70669 -1.2408
C -2.06215 2.16553 -3.35141 -0.7158
C -1.64173 2.59266 -4.60613 0.8287
C -0.47536 2.06135 -5.15506 -0.6645
C 0.36145 -1.07488 -1.46152 0.4160
C -0.50604 -1.16837 2.84902 -0.5126
C 0.17872 -0.56165 3.90049 0.6522
C 0.18106 -1.81207 1.83338 0.7417
C -1.33816 1.21967 -2.65046 -0.7420
C 2.24961 -1.24325 2.89743 -0.8208
C 0.24800 1.11773 -4.46171 -0.3724
C 1.56858 -0.60315 3.92025 -0.4429
C -0.18266 0.68906 -3.20677 0.8395
C 0.02693 0.66419 5.93518 -0.8585
C 1.57165 -1.84566 1.85589 -0.5240
H -3.10864 3.80376 -4.83761 0.2735
H -0.15686 2.40225 -6.12650 0.4049
H 2.10855 -2.32970 1.05557 0.4262
H 0.61534 -0.04643 6.52466 0.3510
H 2.12822 -0.14255 4.71883 0.4002
H -1.51433 -2.87305 1.03968 0.5436
H 3.32886 -1.26787 2.91815 0.3744
H 0.67076 1.48782 5.60970 0.3489
H -1.67581 0.90866 -1.67554 0.2435
H -0.77922 1.06039 6.55071 0.2434
H -2.96271 2.57613 -2.91579 0.2668
H -1.58457 -1.12171 2.84603 0.4214
H 1.15329 0.70148 -4.87328 0.4753
H 0.02466 -3.16640 0.16547 0.4993
```

ΔE to the lowest compared entry with this formula, charge and spin	3.065	eV
SMILES	COc1cccc(CSc2nnnn2-c2ccc(O)cc2)c1
HOMO energy	-8.5669	eV
Kohn-Sham gap	0.333	hartree



# 2
# C59H48ClN2NiP3Si

A structure of composition C59H48ClN2NiP3Si (ωB97M-V/def2-TZVPD, the Open Molecules 2025 dataset).

Geometry as XYZ:
```
115
Properties=species:S:1:pos:R:3:mulliken_charge:R:1
Ni -0.32986 0.08952 -1.08995 -1.1892
Cl -1.14738 -0.47502 -3.31251 -0.2306
P -2.56626 0.59705 -1.26060 1.7004
P 2.37946 1.21730 1.17679 2.7793
P -0.45059 -1.91362 -0.10689 2.4228
Si -0.46440 1.01495 1.01759 1.7955
N 1.20061 1.44267 -3.73961 -0.1271
N 1.71413 0.12334 -1.89954 2.0444
C 3.83799 2.64343 -0.62827 -0.7713
C -1.14324 4.16260 -2.53486 -1.2761
C 3.46716 -1.16464 4.94724 -0.8195
C 3.42621 -0.92359 2.56324 -0.2469
C -3.46669 4.15524 -3.12624 -0.7982
C 6.33164 1.71351 0.10587 -0.6783
C 2.91697 0.09847 5.08291 -0.7127
C -1.27796 2.88310 -2.03422 -0.3569
C -0.14088 -0.32524 3.60299 0.1384
C 6.20159 2.55050 -0.99067 -0.6057
C -0.35681 -2.86791 2.53841 -0.1390
C -3.09972 -4.36761 -1.96944 -0.9505
C 1.11249 -3.25713 -1.93883 -0.1190
C 3.72297 -1.67411 3.68385 -0.7640
C -0.52733 3.74848 2.16547 -0.4390
C 2.90779 -4.77132 -1.46364 -0.8740
C 0.20765 2.64380 1.77080 0.3639
C -0.27287 -2.70190 3.90858 -1.3594
C -0.23104 -0.47195 2.22778 -0.2740
C 2.24673 3.84451 2.30044 -0.4785
C -4.29802 -0.23735 -3.31208 -0.5473
C 2.62672 0.85607 3.96358 -0.7726
C 1.49520 4.92963 2.71600 -0.7520
C -5.05893 1.85123 1.74895 -0.9043
C -0.15447 -1.42713 4.43907 -1.2507
C -3.73565 -4.36885 0.33569 -0.8248
C -0.33027 -1.75761 1.69841 -0.3012
C -2.10849 -3.44957 -1.69041 -0.1690
C -4.18547 1.90037 2.82455 -0.9022
C 3.36774 0.44293 -3.61142 -1.2623
C 2.62614 -0.58588 -1.23157 0.4611
C 2.08020 0.65149 -3.08061 0.2084
C -2.50424 2.22678 -2.07543 1.3685
C 4.94895 3.02487 -1.35109 -0.6565
C -3.89998 -4.85548 -0.94991 -0.8229
C -3.60910 2.87823 -2.61134 -0.2928
C -1.87608 -3.02562 -0.38391 0.7071
C 2.09495 -4.12128 -2.37939 -0.7925
C 2.88819 0.35478 2.69468 0.1049
C 1.76576 -3.65423 0.33286 -0.3150
C -5.59388 -2.04834 -1.65495 -0.7907
C -3.96188 -0.30972 -1.96354 0.6554
C -2.23969 4.79727 -3.09312 -0.7140
C -2.35481 1.25376 1.39434 -0.0318
C -4.59902 1.45085 0.50924 -0.4930
C -2.84689 1.60303 2.64514 0.4219
C 0.11023 4.88311 2.63838 -0.9726
C 1.59748 2.71577 1.82360 -1.3431
C 2.75276 -4.51580 -0.11269 -0.7979
C 3.96208 1.80186 0.47829 0.5759
C 0.90500 -3.05069 -0.57629 1.0878
C 5.22094 1.33709 0.84065 -0.4784
C 3.90089 -0.83481 -1.68629 -1.5103
C -3.25433 1.14423 0.34077 -0.4809
C -5.92869 -1.96977 -2.99788 -0.7653
C -5.28493 -1.05935 -3.81967 -0.8998
C -4.61165 -1.22714 -1.14061 -1.1685
C 4.27677 -0.31499 -2.91987 -0.8591
C -2.73963 -3.45137 0.62119 -0.7493
H 0.21886 1.23999 -3.56173 -0.2141
H -4.54881 2.19246 3.79943 0.4337
H -0.06894 0.66681 4.02290 0.6428
H -0.08620 -1.29691 5.50984 0.4478
H 2.30361 -1.00086 -0.28561 -0.4877
H -2.14408 5.79430 -3.49734 0.3999
H -6.09625 2.12441 1.87755 0.4428
H 3.32807 3.87797 2.33238 0.5796
H 2.19202 1.83971 4.07061 0.3454
H 3.40832 -4.99193 0.60455 0.4703
H 7.30907 1.34842 0.39012 0.4321
H 1.98660 5.81678 3.08914 0.4253
H -3.24815 -4.69745 -2.98681 0.4619
H -5.27819 1.38270 -0.32954 0.3838
H 5.33581 0.68783 1.69827 0.3927
H -2.17330 1.65176 3.48737 0.4214
H -2.64826 -3.06224 1.62454 0.4353
H 3.67947 -5.44692 -1.80464 0.3946
H 2.23183 -4.28045 -3.44020 0.4736
H -6.09210 -2.75993 -1.01382 0.4813
H -0.31859 -3.56376 4.56073 0.4244
H -4.32702 4.65855 -3.54245 0.4644
H -4.38998 -4.70904 1.12557 0.4033
H 7.07180 2.82301 -1.57079 0.3936
H 4.14724 -2.66257 3.57679 0.4706
H 4.84293 3.68295 -2.20225 0.4352
H 3.61292 -1.32395 1.57511 0.4836
H 4.58116 -1.42485 -1.09742 0.6040
H 3.70502 -1.74799 5.82460 0.4032
H -0.18856 4.66338 -2.47925 0.5226
H 3.60961 0.85203 -4.58121 0.4528
H -0.41391 2.37577 -1.60023 -0.1670
H -0.47291 5.73978 2.94782 0.4375
H -3.77252 0.45344 -3.95510 0.4901
H 1.68532 -3.43474 1.38790 0.3257
H 2.70265 0.49519 6.06535 0.4250
H -6.68820 -2.62121 -3.40398 0.4111
H -0.46403 -3.85870 2.11817 0.7135
H -1.60468 3.73202 2.10359 0.5619
H 0.53651 -2.69071 -2.65718 0.0723
H 2.85150 2.98428 -0.91638 0.5229
H -5.54698 -0.99802 -4.86598 0.4449
H 1.42375 1.66920 -4.69431 0.2789
H -4.65599 -5.59751 -1.16112 0.4164
H -1.52831 -3.03276 -2.49755 0.1506
H 5.25979 -0.50585 -3.32293 0.4863
H -4.33510 -1.29148 -0.09638 0.5646
H -4.57506 2.39426 -2.62818 0.4402
```

ΔE to the lowest compared entry with this formula, charge and spin	1.473	eV
HOMO energy (spin up / spin down)	-7.0119 / -6.4923	eV
Kohn-Sham gap (spin up / spin down)	0.252 / 0.263	hartree



# 3
# C8H22B2O27

A cluster of 13 separate species, C8H22B2O27 in total (ωB97M-V/def2-TZVPD, the Open Molecules 2025 dataset).

Geometry as XYZ:
```
59
Properties=species:S:1:pos:R:3:mulliken_charge:R:1
O 0.99359 -3.17541 -0.55089 -0.6271
O -0.59392 -1.07873 4.65679 -0.6300
O 5.42296 -3.78377 1.08881 -0.6433
O 2.27402 -7.10814 6.36088 -0.6793
O 2.70676 4.00729 -0.95286 -0.6467
O 1.92494 -0.30813 0.47412 -0.7075
O 1.50290 -5.00106 6.28072 -0.4415
O -4.64236 -1.24702 2.92415 -0.6496
O -4.25140 0.89394 -1.63507 -0.6621
O -0.70247 -1.81719 -1.33813 -0.4685
O 0.21014 -3.23505 5.02283 -0.4926
O 2.10440 -4.43942 4.10357 -0.3429
O -2.21568 4.83096 -7.65757 -0.6396
O -7.56865 3.79467 -6.93938 -0.6474
O -2.32632 -0.11839 -0.86543 -0.5791
O 0.07554 0.25842 -0.55713 -0.4916
O 3.72048 3.25409 2.65914 -0.6564
O -2.51312 1.09480 -4.13587 -0.6640
O 2.99192 -6.49508 3.54858 -0.6590
O 6.79226 0.41827 2.41575 -0.6366
O 2.03483 -0.41304 5.84635 -0.6032
O -7.28210 2.91702 1.07851 -0.6431
O 2.92251 1.46057 -4.04555 -0.5965
O -1.02391 0.19804 -2.67576 -0.5169
O 0.23424 -0.01792 -7.73072 -0.6140
O -2.24664 3.34197 2.09978 -0.6360
O 2.27822 -2.69829 5.79421 -0.5134
C 1.65752 -1.51823 5.57578 0.6106
C 2.42880 -5.67560 4.30193 0.5560
C 0.43795 -2.07699 -0.68289 0.5401
C 0.27188 -1.86818 4.96500 0.6286
C 0.91579 -0.65900 -0.11748 0.7728
C -2.23510 0.62815 -3.05557 0.5827
C -3.08928 0.53907 -1.79440 0.6291
C 2.05625 -6.03538 5.73875 0.6377
B 1.51010 -3.87787 5.31559 0.9285
B -0.99345 -0.38447 -1.35883 1.1666
H 1.78329 4.12228 -0.72879 0.3139
H 3.34679 3.28774 1.77853 0.3368
H 2.21929 0.89274 -4.36063 0.3258
H -8.21826 3.77216 -6.23671 0.3188
H -1.47141 2.78632 2.01919 0.3292
H -6.78456 3.72093 0.92879 0.3118
H -6.78733 3.39546 -6.55676 0.3287
H -2.95211 2.82814 1.70669 0.3130
H 4.64104 -4.33407 1.13352 0.3285
H 5.08637 -2.88770 1.09326 0.3175
H 3.39109 2.43475 3.02847 0.3209
H 7.07520 0.56094 1.51252 0.3071
H -2.28477 4.15030 -6.98813 0.3304
H 2.70300 3.36854 -1.66575 0.3218
H 5.93491 0.84067 2.46822 0.3302
H -1.48427 4.55228 -8.20858 0.3100
H -3.85790 -1.30791 3.46925 0.3372
H -6.85101 2.26218 0.52935 0.3320
H -0.46154 0.62896 -7.84764 0.3077
H -4.33607 -0.85679 2.10553 0.3210
H 0.16433 -0.58679 -8.49735 0.3079
H 3.36039 1.76410 -4.84076 0.2852
```

net charge	-2
ΔE to the lowest compared entry with this formula, charge and spin	2.564	eV
HOMO energy	-5.6258	eV
Kohn-Sham gap	0.309	hartree



# 4
# C42H30AgF9NO2P

A structure of composition C42H30AgF9NO2P (ωB97M-V/def2-TZVPD, the Open Molecules 2025 dataset).

Geometry as XYZ:
```
86
Properties=species:S:1:pos:R:3:mulliken_charge:R:1
Ag -1.12475 -0.25234 1.58329 -0.7300
P -0.85873 -0.15015 -0.90721 2.1865
F -1.78909 -6.54803 -2.91659 -0.2939
F 4.72781 1.23617 -4.13310 -0.3214
F -5.70841 2.89856 -4.48805 -0.2769
F -6.86025 1.32315 -3.57279 -0.2707
F 4.15671 3.31076 -3.93460 -0.2959
F 0.22743 -6.23373 -3.63332 -0.2817
F -1.45236 -5.60676 -4.83162 -0.2782
F -6.54396 3.17776 -2.51148 -0.2925
F 3.19603 2.06312 -5.40847 -0.2948
O -2.65532 -3.36513 1.72768 -0.7458
O 1.75941 -2.35545 2.11589 -0.5817
N -0.52170 -2.50208 1.84740 0.2204
C -3.83502 0.97141 -3.52424 -1.0615
C 2.13304 1.45431 0.04117 -0.5426
C -1.68616 1.18385 3.08028 -1.9453
C -2.38464 0.58029 -1.63153 -0.3269
C -3.24168 1.32813 -0.83442 -0.4810
C -0.70188 1.79309 3.93219 1.3036
C 1.39396 2.44191 -3.15450 -1.9326
C -1.84505 -3.99987 -1.87573 -0.9821
C -0.88573 -1.78638 -1.75942 0.0716
C -2.69047 0.41473 -2.98446 0.0777
C 0.29896 1.84406 -2.52989 -0.1048
C -5.93651 2.27833 -3.30840 0.8311
C -1.44601 -3.49445 1.87801 0.2275
C 5.85617 1.79285 0.70680 -0.7000
C 0.66568 1.41750 3.83068 0.1212
C 6.05908 0.82376 1.68011 -0.3850
C -0.99751 -5.66549 -3.55454 0.8519
C -1.03929 2.78212 4.89637 1.1381
C 2.81193 0.66215 -2.27824 -1.7461
C 1.28686 2.97211 5.55799 -0.4098
C -4.38981 1.89994 -1.37017 -0.8341
C 0.67828 -4.51597 2.30538 -0.5081
C -0.00130 -2.12277 -2.77830 0.0944
C 4.98153 0.06646 2.12374 -0.9216
C -0.96362 -4.32077 -2.90137 0.4925
C 3.71128 0.27915 1.60593 0.2313
C 1.83961 0.48324 -1.13952 1.1446
C -3.34075 2.59621 4.23398 -0.7036
C 4.58447 2.00555 0.18999 -0.2650
C 3.49479 1.25907 0.63708 -0.0595
C 0.44774 0.75564 -1.69006 -1.0403
C -4.68566 1.71440 -2.71055 0.3861
C -2.98284 1.61835 3.27530 0.6793
C -0.78470 -4.86214 2.08810 -0.4228
C 3.65676 2.05956 -4.12976 0.8662
C -1.79551 -2.73888 -1.30324 -0.6474
C 0.72117 -2.99982 2.07787 -0.1419
C 2.61210 1.70625 -3.12348 0.8456
C -0.03935 -3.38521 -3.34979 -1.1683
C 1.63494 1.98432 4.60952 -0.8739
C -0.01718 3.35500 5.69692 -0.8491
C -2.39409 3.17459 5.03053 -0.7860
H 2.05616 3.42464 6.17386 0.3699
H 0.92476 0.64937 3.10845 0.2200
H -5.05153 2.48134 -0.74261 0.4538
H -0.69369 2.21780 -2.76084 0.3573
H 1.35831 1.29473 0.79817 -0.2369
H 2.66847 1.67960 4.49636 0.4456
H 1.91123 -0.53487 -0.73906 0.9050
H 2.88521 -0.34194 1.93507 0.3253
H 4.42513 2.75876 -0.57318 0.3823
H -2.55167 -4.73310 -1.51039 0.4699
H -2.45054 -2.50800 -0.46989 0.4281
H 5.12708 -0.70193 2.87389 0.4151
H -4.38163 2.89166 4.33193 0.3483
H 0.71920 -1.38271 -3.11517 0.2973
H 1.37046 -5.00438 1.61956 0.2835
H 1.26314 3.26528 -3.84324 0.3348
H 1.02448 -4.71397 3.32140 0.2494
H -2.01950 -0.15763 -3.61339 0.4655
H -2.65840 3.93075 5.76333 0.3009
H 6.69025 2.38378 0.34531 0.3582
H -0.96007 -5.46221 1.19293 0.1223
H -4.06956 0.83935 -4.57325 0.3677
H 3.69278 0.03937 -2.35030 0.3819
H 2.02085 2.47262 -0.34072 0.5383
H -2.99856 1.46516 0.21486 0.3267
H -1.26168 -5.37162 2.92591 0.3251
H -3.78794 1.19541 2.67833 0.4281
H -0.29301 4.11263 6.42473 0.3072
H 7.05049 0.65528 2.08526 0.3605
H 0.65339 -3.64760 -4.14069 0.4021
```

net charge	-2
ΔE to the lowest compared entry with this formula, charge and spin	0.066	eV
HOMO energy	-1.1532	eV
Kohn-Sham gap	0.199	hartree



# 5
# C11H10ClIrNS

A structure of composition C11H10ClIrNS (ωB97M-V/def2-TZVPD, the Open Molecules 2025 dataset).

Geometry as XYZ:
```
25
Properties=species:S:1:pos:R:3:mulliken_spin:R:1
Ir -0.23350 -0.13961 -1.11165 1.7668
Cl -0.63628 2.04060 -0.69435 0.3666
S 1.89600 0.08612 2.06397 0.7402
N 2.82736 2.51398 3.15980 0.3873
C 0.58295 0.06483 -3.12334 0.0878
C 1.26058 -1.58982 -1.64802 0.0916
C -1.28304 -1.01470 0.51146 -0.0764
C -2.76598 0.63087 1.35037 0.3405
C 2.42034 1.50009 2.66715 -0.1417
C -2.40485 -0.11419 0.20757 0.4376
C -1.11500 -0.84386 2.00622 0.4824
C 1.49861 0.66530 -2.18159 0.1752
C 1.89343 -0.37239 -1.25631 0.0859
C -1.99413 0.12899 2.45924 0.0228
C 0.47122 -1.34143 -2.81214 0.1147
H -2.06542 0.54703 3.47370 0.0050
H -1.25821 -2.03711 0.07797 0.0298
H -3.50756 1.41681 1.40156 0.0121
H 2.52742 -0.20865 -0.38829 -0.0026
H -2.94781 -0.14943 -0.75689 0.0067
H -0.47596 -1.43493 2.59866 0.0226
H 1.34561 -2.52617 -1.13080 0.0083
H 1.73127 1.72532 -2.10857 0.0083
H -0.13826 -2.05396 -3.36206 0.0211
H 0.10710 0.60354 -3.96891 0.0072
```

ΔE to the lowest compared entry with this formula, charge and spin	0.242	eV
HOMO energy (spin up / spin down)	-5.2809 / -8.5138	eV
Kohn-Sham gap (spin up / spin down)	0.207 / 0.186	hartree
spin multiplicity	6



# 6
# C6H9N

The molecule C6H9N (ωB97M-V/def2-TZVPD, the Open Molecules 2025 dataset).

Geometry as XYZ:
```
16
Properties=species:S:1:pos:R:3:mulliken_charge:R:1
N -0.91234 -1.20405 -1.10981 -0.5016
C 0.24319 -1.87358 -0.46861 -0.2953
C -1.48116 -0.06117 -0.29405 -0.3301
C 0.50296 0.62106 1.43499 -0.8256
C 0.40760 -0.51675 -0.97461 -0.2681
C -0.08901 0.44919 0.06935 0.4054
C 0.60303 1.72534 0.41496 -0.5995
H 0.69694 -2.64952 -1.07965 0.2647
H 1.58213 1.83977 -0.04817 0.2538
H -2.21930 -0.32656 0.47155 0.3106
H -1.94334 0.61859 -1.02096 0.2352
H 1.38254 0.04630 1.71732 0.2680
H -0.19136 0.79961 2.25394 0.2510
H 0.07545 2.65994 0.57366 0.2538
H 0.89427 -0.23496 -1.90282 0.3567
H 0.28948 -2.06760 0.60312 0.2211
```

ΔE to the lowest compared entry with this formula, charge and spin	3.507	eV
SMILES	C1[C@H]2N1CC21CC1
HOMO energy	-8.9232	eV
Kohn-Sham gap	0.368	hartree